i | {
  "formula": "CHOPS",
  "method": "wB97M-V/def2-TZVPD",
  "elements": ["C", "O", "P", "S", "H"],
  "coordinates": [[-0.0614, 0.9973, 0.1151], [0.6316, 1.9154, 0.4460], [-1.9307, 1.1380, -0.2385], [-2.6546, -0.5675, 0.3110], [0.3145, -0.0362, -0.0580]],
  "orbital_gap_ev": 6.9364,
  "e_lumo_ev": -2.11,
  "smiles": "O=CP=S",
  "mol_weight_g_mol": 92.059
}

ii | {
  "formula": "CHOPS",
  "method": "wB97M-V/def2-TZVPD",
  "elements": ["C", "O", "P", "S", "H"],
  "coordinates": [[-0.9569, 0.0179, -0.2249], [1.6417, -1.2147, -0.2699], [0.6871, -0.3271, 0.4407], [-2.3735, 0.6135, 0.0748], [1.0016, 0.9104, -0.0206]],
  "orbital_gap_ev": [6.8822, 6.8756],
  "e_lumo_ev": [-1.95, -1.95],
  "mol_weight_g_mol": 92.059
}

Energy above the most stable structure, in eV: i 0.000; ii 1.595